Below is a structure of composition C21H49CdFN4O5 at a distorted geometry, with properties calculated with wB97M-V/def2-TZVPD.

Geometry as XYZ:
```
81
Properties=species:S:1:pos:R:3:forces:R:3
Cd 0.95136 -3.25553 0.39936 1.8 -1.7 0.2
C -3.62186 -1.17183 2.63951 -0.5 -1.2 -0.6
O -2.42953 -0.47647 2.64978 1.9 2.1 0.1
C -2.57619 0.95797 2.73867 0.1 -0.9 0.5
C -1.25249 1.77054 2.79777 0.2 -1.6 -1.2
N -0.25054 1.21536 1.74838 1.4 2.2 0.4
H -0.18244 0.21046 1.67333 -0.3 -1.3 0.0
H -0.49381 1.52222 0.81738 -0.6 0.2 -0.8
C 1.20577 1.73509 1.92659 -0.7 -1.4 1.2
C 1.30609 3.24533 2.00168 0.0 -1.3 -1.5
O 0.70888 3.70539 0.71245 0.8 0.1 2.8
C 0.37206 5.08490 0.79902 -0.8 0.5 -0.1
H -4.31189 -0.93648 3.44981 0.1 0.1 0.2
H -3.30728 -2.21518 2.66326 -0.2 -0.1 0.4
H -4.15191 -1.09711 1.69000 -0.2 0.5 -0.2
H -3.03806 1.13415 3.71013 -0.5 0.4 -0.1
H -3.21468 1.28243 1.91699 0.0 0.2 0.0
H -0.79405 1.75843 3.78661 0.2 -0.4 -0.2
H -1.47345 2.81330 2.56986 0.1 -0.1 -0.3
H 1.93473 1.27791 1.25749 -0.9 0.2 -1.1
H 1.49861 1.17211 2.81281 0.1 0.8 0.8
H 2.37737 3.43212 2.07614 0.1 0.5 -0.5
H 0.93069 3.59671 2.96279 -0.9 0.6 -0.4
H 1.14367 5.71043 1.24783 0.3 -0.1 -0.3
H -0.54116 5.26137 1.36734 -0.1 -0.3 0.6
H 0.05284 5.46397 -0.17181 0.7 -0.2 -0.3
F 0.43415 -1.32175 0.48789 -0.5 2.6 0.2
C -1.97947 -4.47078 -0.08878 0.8 -0.6 0.0
O -0.94757 -3.80763 0.09054 -3.8 -0.6 -0.6
N -2.05209 -5.48736 -0.94599 0.8 -0.2 0.3
C -3.19735 -6.28230 -1.19269 -1.5 -0.4 -0.3
C -0.96976 -5.95283 -1.78278 1.0 1.1 -1.2
H -2.87599 -4.30775 0.52919 0.0 0.0 -0.3
H -4.07293 -5.95112 -0.63431 0.1 0.0 0.0
H -3.01407 -7.34060 -1.00699 0.1 0.0 0.4
H -3.41083 -6.23004 -2.26031 -0.3 0.1 0.0
H -1.30599 -5.88504 -2.81740 -0.2 -0.2 -0.1
H -0.11152 -5.28086 -1.78316 0.0 -0.1 0.6
H -0.64155 -6.98125 -1.63199 -0.2 0.1 0.6
C 3.76222 -2.19820 1.62656 -2.3 -2.3 -0.2
O 2.97328 -2.83332 0.85024 3.9 1.9 1.5
N 4.32197 -2.79608 2.69322 1.2 1.4 1.1
C 4.28909 -4.20334 3.04565 -1.0 -0.8 -0.6
C 5.24733 -1.99124 3.56482 0.0 0.3 -1.1
H 3.88173 -1.10452 1.58438 0.2 -0.3 -0.2
H 3.76406 -4.37308 3.98565 0.6 0.4 0.5
H 5.28196 -4.65112 3.00321 0.0 0.2 0.3
H 3.65251 -4.80885 2.40048 0.1 0.5 -0.7
H 5.07012 -0.92429 3.42952 -0.3 0.0 -0.1
H 5.21254 -2.17668 4.63838 -0.5 -0.5 -0.2
H 6.27811 -2.13128 3.23928 0.1 -0.3 0.0
C 0.95529 1.33559 -4.13812 0.3 -1.8 0.3
C 0.93659 1.71833 -2.63403 -2.3 1.7 -1.3
C 0.95610 3.24970 -2.61622 -0.3 0.8 -1.3
C -0.36734 3.91368 -3.00359 0.0 -1.0 1.5
C -1.36737 3.42723 -1.90333 0.1 1.0 -1.9
C -1.61499 1.90504 -2.00158 1.9 0.2 1.7
N -0.24742 1.22363 -1.84478 0.2 1.9 0.4
O -0.35519 -0.15421 -1.93333 -0.6 -0.7 -1.3
C -2.42305 1.52216 -0.76953 -1.1 -0.2 0.3
C -2.40248 1.59543 -3.22445 0.2 -0.6 -1.4
C 2.17380 1.37969 -1.93139 1.3 -1.2 0.5
H 0.13845 1.64678 -4.78929 0.0 0.4 0.4
H 1.90471 1.56094 -4.62386 0.0 0.6 0.2
H 0.95765 0.24737 -4.20042 -0.3 -0.3 0.1
H 1.33299 3.62135 -1.66336 -0.2 0.1 0.0
H 1.67963 3.50494 -3.39047 0.4 0.2 0.2
H -0.28629 4.99759 -3.08524 0.0 0.1 0.4
H -0.74797 3.61035 -3.97889 0.2 -0.3 0.0
H -2.26244 3.98462 -2.17948 -0.6 -0.4 0.5
H -1.06031 3.75461 -0.91003 0.1 -0.3 -0.1
H -3.46865 1.49374 -1.07616 -0.2 0.0 0.2
H -2.38993 2.25195 0.03943 0.3 0.3 -0.1
H -2.23999 0.55248 -0.30656 0.4 -0.3 -0.5
H -2.75381 0.56436 -3.26403 -0.2 0.0 0.3
H -1.78176 1.68593 -4.11587 -0.1 0.2 0.0
H -3.23230 2.29839 -3.29760 -0.1 -0.2 -0.1
H 3.01692 1.86762 -2.42047 0.1 0.0 0.0
H 2.10044 1.77004 -0.91634 0.1 -0.2 0.1
H 2.36610 0.30679 -1.93444 0.1 -0.1 0.2
H 0.04992 -0.54242 -1.15435 0.2 -0.1 0.9
```
Forces are in eV/Å.

Its spin multiplicity is 2. The total energy is -1691.98031 a.u. For the HOMO energy (alpha / beta), the calculation gives -6.93 / -10.20 eV. The LUMO energy (alpha / beta) comes out at -1.9003 / -1.9251 eV. As for the total charge: +1. As for the HOMO-LUMO gap (alpha / beta): 5.0 / 8.3 eV.

=====

Below is a cluster of 3 separate species, C2H7OS2 in total at a distorted geometry, with properties calculated with wB97M-V/def2-TZVPD.

Geometry as XYZ:
```
12
Properties=species:S:1:pos:R:3:forces:R:3
C -1.09749 2.77661 -1.72768 0.7 -0.5 0.9
O -1.17590 3.25956 -2.82319 -0.3 0.3 -0.3
H -0.71713 1.76137 -1.53219 -0.1 -0.1 -0.3
H 2.67019 -3.41528 -1.78811 -0.6 -0.3 0.1
H -1.31285 3.28960 -0.77127 -0.3 0.3 -0.3
C 0.34753 -1.04715 1.94401 0.0 0.6 0.6
S -0.12095 -0.18415 0.40276 -0.4 -0.2 0.4
S -1.85080 0.81503 1.04085 0.2 0.0 -0.3
H 1.27957 -0.62703 2.33247 0.3 -0.4 -0.2
H -0.37570 -0.75802 2.70803 -0.3 -0.1 -0.3
H 0.36719 -2.13649 1.90187 0.2 0.0 -0.3
H 1.98634 -3.73406 -1.68755 0.6 0.3 -0.1
```
Forces are in eV/Å.

The total energy is -951.99570 a.u. For the HOMO energy, the calculation gives -2.40 eV. The LUMO energy comes out at 3.8348 eV. As for the total charge: -1. As for the HOMO-LUMO gap: 6.2 eV.

=====

Below is a cluster of 2 separate species, C4H11NO3 in total at a distorted geometry, with properties calculated with wB97M-V/def2-TZVPD.

Geometry as XYZ:
```
19
Properties=species:S:1:pos:R:3:forces:R:3
C 0.33562 -0.25435 1.01154 2.3 -1.4 0.5
C -0.07734 -1.27734 -0.02620 -2.4 0.8 -1.4
C -1.65778 -1.41061 -0.05239 1.4 -1.9 -1.1
O -1.96338 -1.90430 -1.25752 -0.9 -0.6 -2.5
N 0.72062 0.89241 0.27134 0.4 2.6 -0.2
C 1.96513 1.78271 0.82059 -1.6 -3.0 -2.1
O 1.42205 2.81046 1.26295 -0.2 4.2 2.8
H 1.30062 -0.58062 1.51408 -0.9 0.1 -0.1
H -0.39368 -0.12648 1.82947 -0.2 0.0 -0.2
H 0.16748 -0.76203 -1.05738 -0.3 -1.6 2.2
H 0.22056 -2.32696 -0.08742 0.6 0.1 0.6
H -2.04792 -2.17059 0.69064 0.4 0.8 0.7
H -2.15508 -0.47252 0.01801 -0.4 1.6 1.2
H -0.00082 1.68271 0.20698 1.3 -1.7 0.6
H 2.46539 1.89835 -0.11781 1.2 0.3 -1.5
H 2.68727 1.12283 1.40184 -0.6 -0.2 0.5
H -1.37941 -0.38960 -2.18940 0.5 1.8 -0.5
H -0.57350 0.90994 -1.72172 -0.1 -0.3 -0.5
O -1.03583 0.57599 -2.51759 -0.8 -1.9 1.0
```
Forces are in eV/Å.

The total energy is -439.30895 a.u. For the HOMO energy, the calculation gives 0.64 eV. The LUMO energy comes out at 7.0673 eV. As for the total charge: -2. As for the HOMO-LUMO gap: 6.4 eV.

=====

Below is a cluster of 6 separate species, C18H28Cl10F9NO2 in total at a distorted geometry, with properties calculated with wB97M-V/def2-TZVPD.

Geometry as XYZ:
```
68
Properties=species:S:1:pos:R:3:forces:R:3
C -1.27573 2.05584 1.25781 0.2 1.0 -0.6
N -0.40938 0.81508 1.22293 3.5 0.2 -0.2
C 0.97242 1.08073 0.67264 -0.3 6.4 -2.6
O 1.13806 2.25937 0.01085 -0.6 -7.5 4.0
O 2.16534 0.23729 0.81931 -4.4 0.0 -0.5
C 1.86624 -1.19718 0.70210 0.9 -2.1 0.3
C 2.14433 -1.82571 -0.80780 0.3 -0.2 0.5
C 0.81020 -1.81900 -1.78013 -0.9 -2.1 1.4
F -0.37423 -1.12911 -1.15480 3.8 -1.8 -2.4
F 0.38659 -3.26624 -1.88115 1.0 4.2 0.0
C 1.12139 -1.33794 -3.31541 0.5 -2.7 -0.7
F 0.06214 -1.90506 -4.17999 3.2 2.4 2.3
F 2.39570 -2.04419 -3.71778 -3.9 2.2 1.3
C 1.41351 0.25796 -3.51038 2.2 1.5 -1.4
F 2.20156 0.89660 -2.42739 -2.8 -2.6 -3.4
F 2.26577 0.37779 -4.75285 -2.9 -0.3 3.9
C 0.09979 1.19689 -3.77603 -1.7 3.8 -0.9
F -0.79181 1.38666 -2.60872 3.2 -1.1 -4.3
F -0.69300 0.81110 -4.99635 2.7 1.0 4.6
F 0.63943 2.57155 -4.09875 -1.9 -4.8 1.1
H -2.31304 1.79997 1.73603 2.2 0.4 -0.8
H -0.66596 2.88195 1.85040 -1.7 -1.5 -1.2
H -1.47776 2.45316 0.15049 0.8 -1.2 2.7
H -0.36232 0.32226 2.14147 -0.1 0.5 -1.1
H 0.80776 -1.52063 1.08122 1.9 1.0 -0.9
H 2.64775 -1.75373 1.41336 -1.6 1.4 -1.6
H 2.45599 -2.96226 -0.61576 -1.1 2.5 -0.7
H 3.09866 -1.33982 -1.33395 -2.4 -0.8 1.2
Cl 4.67250 -0.17865 4.96257 0.2 -0.2 -0.2
C 5.05429 1.31651 4.07240 0.1 0.4 -0.2
C 4.84286 1.16235 2.57490 -0.3 0.2 0.2
Cl 6.04131 0.07141 1.83592 0.0 -0.1 0.0
H 6.08518 1.59801 4.30758 -0.2 -0.2 -0.1
H 4.39178 2.09478 4.46344 0.0 -0.2 -0.1
H 4.95266 2.13292 2.08210 0.0 -0.1 0.1
H 3.84502 0.77565 2.34593 0.3 0.1 0.1
Cl -4.33879 -2.25193 -8.55056 0.0 0.0 0.0
C -2.90458 -1.46903 -7.84078 0.2 0.1 0.1
C -2.26924 -2.31645 -6.75026 0.3 0.1 -0.3
Cl -3.29295 -2.41813 -5.29623 -0.1 0.0 0.0
H -3.20515 -0.48643 -7.46472 0.0 -0.3 0.0
H -2.19140 -1.31711 -8.65676 -0.1 -0.1 0.2
H -1.32030 -1.87030 -6.43821 -0.2 0.0 -0.1
H -2.06862 -3.33514 -7.09619 -0.2 0.2 0.1
Cl -4.83561 3.53064 2.72894 0.0 0.0 0.0
C -4.45382 5.02581 1.83877 0.0 0.3 -0.2
C -4.66525 4.87164 0.34127 -0.2 0.2 0.1
Cl -3.46680 3.78070 -0.39771 -0.3 0.2 -0.1
H -3.42293 5.30730 2.07394 -0.2 -0.2 -0.1
H -5.11633 5.80408 2.22981 0.1 -0.2 -0.1
H -4.55545 5.84221 -0.15153 0.0 -0.1 0.2
H -5.66309 4.48494 0.11230 0.2 0.0 0.1
Cl -2.47583 -3.74350 -0.46706 -0.1 -0.1 0.1
C -2.99921 -4.53683 -1.97384 -0.1 -0.1 -0.3
C -4.42572 -5.05449 -1.88392 0.0 0.2 -0.2
Cl -4.57099 -6.43299 -0.76537 0.0 0.0 0.1
H -2.29153 -5.34070 -2.19801 -0.2 0.1 0.1
H -2.92484 -3.78729 -2.76770 -0.1 -0.1 0.1
H -4.75557 -5.40768 -2.86544 0.1 0.1 0.1
H -5.11806 -4.27425 -1.55296 0.2 -0.2 0.0
Cl 4.46281 2.66161 9.03219 0.0 0.0 0.0
C 3.49571 1.19534 9.32957 -0.2 -0.3 0.1
C 3.29251 0.37607 8.06526 0.2 -0.2 0.3
Cl 2.22505 1.19519 6.89817 -0.1 0.1 0.1
H 2.54188 1.50109 9.77002 0.2 0.0 -0.2
H 4.03923 0.60388 10.07274 -0.1 0.0 -0.2
H 2.81742 -0.57784 8.31276 0.0 0.2 0.0
H 4.24244 0.16326 7.56526 -0.2 0.2 0.1
```
Forces are in eV/Å.

The total energy is -6408.38421 a.u. For the HOMO energy, the calculation gives -10.04 eV. As for the SMILES: CNC(=O)OCCC(F)(F)C(F)(F)C(F)(F)C(F)(F)F.ClCCCl.ClCCCl.ClCCCl.ClCCCl.ClCCCl. The LUMO energy comes out at -0.1843 eV. As for the total charge: 0. As for the HOMO-LUMO gap: 9.9 eV.

=====

Below is an isolated molecule of C6H6O2 at a distorted geometry, with properties calculated with wB97M-V/def2-TZVPD.

Geometry as XYZ:
```
14
Properties=species:S:1:pos:R:3:forces:R:3
C -1.67154 0.61682 1.25030 0.9 1.6 0.2
C -1.44646 1.07333 -0.01207 -1.8 0.6 -1.3
C -0.28436 0.30607 -0.49535 -2.4 0.7 -0.7
C 0.02654 -0.61426 0.44028 -0.9 3.1 0.9
O -0.68431 -0.22687 1.61089 0.3 -2.2 0.2
C 1.38447 -1.10260 0.22589 0.8 -1.3 -2.9
C 1.69190 -0.36757 -1.25524 0.2 0.6 1.3
O 0.46709 0.37883 -1.63560 0.7 -0.4 1.4
H -2.32318 1.10285 2.04076 0.9 -1.3 -1.0
H -2.26350 1.76440 -0.48292 2.3 -1.3 0.5
H 2.11837 -0.67087 0.85385 0.7 0.0 1.1
H 1.46973 -2.22329 0.11920 0.2 1.2 0.3
H 1.93477 -0.98517 -2.09874 -0.1 -0.8 -0.1
H 2.59820 0.32568 -1.15741 -1.5 -0.5 0.1
```
Forces are in eV/Å.

The total energy is -382.60815 a.u. For the HOMO energy, the calculation gives -8.31 eV. As for the SMILES: c1cc2c(o1)CCO2. The LUMO energy comes out at 0.9615 eV. As for the total charge: 0. As for the HOMO-LUMO gap: 9.3 eV.

=====

Below is a cluster of 8 separate species, C5H26N2O8 in total at a distorted geometry, with properties calculated with wB97M-V/def2-TZVPD.

Geometry as XYZ:
```
41
Properties=species:S:1:pos:R:3:forces:R:3
N -2.49935 -1.44647 0.40722 0.6 -1.1 -0.4
C -1.24129 -1.94166 0.02043 -0.6 1.5 0.8
C -0.21515 -1.84575 0.86713 0.5 -1.5 0.0
C 1.19675 -2.22636 0.52659 -0.1 0.4 -0.3
C 2.06211 -0.96267 0.40983 -0.1 0.5 -1.1
N 2.74720 -0.65297 1.64838 -0.1 -0.4 0.2
C 2.96500 -1.02518 -0.86548 0.5 0.0 0.3
O 4.22880 -0.40523 -0.62496 0.3 0.0 0.1
H -3.07249 -1.02277 -0.28975 -0.4 0.1 0.2
H -2.70899 -1.45894 1.38403 -0.4 0.2 -0.1
H -1.20811 -2.21687 -1.02577 0.4 -0.1 0.1
H -0.39533 -1.61508 1.91622 -0.1 0.4 -0.1
H 1.67297 -2.88664 1.25481 -0.2 -0.1 0.1
H 1.20893 -2.76863 -0.42333 0.0 0.1 0.0
H 1.41309 -0.10636 0.20396 -0.2 -0.1 0.2
H 3.45723 0.02962 1.43373 0.2 0.3 0.1
H 3.26410 -1.47120 1.95077 0.1 -0.1 0.1
H 2.48198 -0.57083 -1.73184 -0.2 0.0 0.2
H 3.18046 -2.05839 -1.13997 0.1 -0.2 0.1
H 4.29496 0.46549 -1.02152 -0.3 0.0 -0.1
O 0.29020 2.78589 0.98714 0.6 -0.2 -0.9
H -0.59782 2.42319 0.98545 -0.1 0.1 0.8
H 0.58236 3.09567 1.84598 -0.5 -0.1 0.3
O 0.04151 1.15179 3.91209 -0.1 0.5 -0.3
H 0.12704 0.41711 4.52266 0.1 -0.2 -0.1
H 0.20308 0.82189 3.01764 0.3 -0.3 0.3
O 1.00824 -0.26907 -3.56192 -0.8 -0.5 0.0
H 0.84426 -1.18351 -3.83598 0.6 0.0 -0.2
H 0.12715 -0.13160 -3.18484 0.2 0.4 0.1
O -2.01612 -0.98349 -2.91022 0.3 0.3 -0.1
H -2.81815 -1.23270 -3.37786 0.0 0.1 0.0
H -2.05188 -0.01567 -2.76086 -0.4 -0.6 0.2
O -1.65306 4.08170 -0.66042 0.4 -0.9 -0.2
H -2.13658 3.24517 -0.68694 -0.6 0.4 0.0
H -0.75306 3.73256 -0.54407 0.1 0.7 0.2
O -2.45288 1.65637 -2.12727 1.2 0.6 -1.4
H -1.60824 2.14827 -2.20896 -0.2 -0.2 0.8
H -2.67094 1.78353 -3.06702 -0.9 -0.1 0.2
O -2.72057 1.00934 2.96466 -1.6 0.8 0.1
H -2.64037 0.13026 2.59576 1.1 0.3 0.1
H -1.93707 1.52020 3.19450 0.4 -1.1 -0.1
```
Forces are in eV/Å.

The total energy is -917.46778 a.u. For the HOMO energy, the calculation gives -7.94 eV. As for the SMILES: N/C=C/C[C@@H](N)CO.O.O.O.O.O.O.O. The LUMO energy comes out at -0.1563 eV. As for the total charge: 0. As for the HOMO-LUMO gap: 7.8 eV.